(1)
{
  "formula": "C19H31BrCoO2S3Sb",
  "method": "ωB97M-V/def2-TZVPD",
  "homo_lumo_gap_ha": [0.221, 0.205],
  "total_charge": 2,
  "molar_mass_da": 648.3,
  "lumo_ev": [-8.1, -8.5],
  "homo_ev": [-14.09, -14.09],
  "e_tot_ha": -6283.99595,
  "species": ["Co", "C", "C", "S", "C", "C", "S", "C", "C", "S", "H", "H", "H", "H", "H", "H", "H", "H", "H", "H", "H", "H", "Br", "C", "C", "C", "C", "C", "C", "C", "O", "O", "H", "H", "H", "H", "C", "C", "Sb", "C", "C", "C", "C", "H", "H", "H", "H", "H", "H", "H", "H", "H", "H", "H", "H", "H", "H", "H"],
  "positions_angstrom": [[-0.0725, 0.1816, -0.6313], [2.4714, 1.8368, 2.3977], [1.8017, -0.0926, 3.9569], [-0.5756, -0.7261, 1.2806], [-1.7612, 0.4579, 1.9858], [-1.6008, 1.9130, 1.5812], [-1.2442, 2.0861, -0.1910], [-0.0606, 3.4985, -0.2929], [0.9620, 3.7223, 0.8168], [2.4088, 2.6193, 0.7565], [3.4787, 1.4175, 2.4311], [2.4297, 2.6137, 3.1614], [1.6616, 0.5357, 4.8368], [1.0870, -0.9177, 4.0587], [-1.7478, 0.3477, 3.0713], [-2.7160, 0.0536, 1.6410], [-0.7978, 2.3893, 2.1316], [-2.5221, 2.4524, 1.7987], [-0.6899, 4.3808, -0.4085], [0.4461, 3.3336, -1.2454], [0.5283, 3.7183, 1.8153], [1.3341, 4.7376, 0.6689], [5.5394, -1.9235, 3.1467], [3.7538, -1.3249, 2.9835], [3.2003, -0.6301, 3.9750], [1.4278, 0.7380, 2.7177], [1.1541, -0.0978, 1.4753], [2.0393, -1.2462, 1.0924], [3.1178, -1.7239, 1.7332], [1.7837, -1.8650, -0.2680], [2.1890, -2.9348, -0.6052], [1.0623, -1.0891, -1.1125], [3.7904, -0.4437, 4.8632], [0.5004, 1.2472, 2.9844], [1.2695, 0.6722, 0.6625], [3.6204, -2.5282, 1.2056], [-3.2028, -2.8420, -0.2721], [-3.4606, -1.6390, -1.1724], [-1.7358, -0.8878, -2.1664], [-1.0225, -2.4677, -3.4104], [0.4309, -2.4344, -3.8588], [-2.3584, 0.7091, -3.4277], [-1.1878, 1.3056, -4.2040], [-4.1505, -3.2140, 0.1164], [-2.5692, -2.6007, 0.5825], [-2.7305, -3.6621, -0.8121], [-3.9294, -0.8049, -0.6484], [-4.1258, -1.9034, -1.9985], [-1.7115, -2.3917, -4.2572], [-1.2662, -3.3818, -2.8685], [0.6826, -1.5071, -4.3733], [0.5861, -3.2526, -4.5625], [1.1142, -2.5697, -3.0254], [-2.8542, 1.4449, -2.7946], [-3.1127, 0.2841, -4.0926], [-0.4247, 1.7243, -3.5408], [-1.5374, 2.1137, -4.8456], [-0.7028, 0.5678, -4.8428]],
  "atomic_forces_ev_per_a": [[-0.03, 0.06, 0.46], [-0.01, -0.01, 0.02], [-0.01, 0.02, 0.02], [0.00, 0.08, -0.29], [-0.01, 0.02, 0.02], [-0.02, 0.02, 0.01], [0.17, -0.10, -0.09], [-0.06, 0.02, 0.06], [0.02, 0.00, -0.01], [-0.04, -0.04, 0.01], [0.00, -0.01, -0.03], [0.02, -0.02, 0.02], [0.00, 0.00, 0.00], [0.00, 0.00, 0.00], [0.03, 0.00, 0.00], [0.00, -0.01, 0.02], [-0.03, 0.00, 0.00], [-0.01, 0.00, -0.02], [-0.02, -0.01, 0.04], [-0.03, 0.04, -0.03], [0.00, 0.01, -0.01], [0.01, -0.01, -0.01], [-0.01, 0.00, 0.00], [-0.03, -0.02, -0.01], [0.00, 0.01, -0.01], [-0.01, 0.12, -0.01], [0.00, -0.12, -0.06], [0.03, 0.00, -0.07], [0.01, -0.01, 0.04], [-0.14, 0.10, 0.13], [0.14, 0.02, -0.04], [-0.11, -0.22, -0.08], [0.00, 0.00, 0.00], [0.03, -0.01, -0.06], [-0.01, 0.03, -0.03], [0.01, 0.00, -0.01], [0.00, 0.00, 0.01], [-0.01, 0.03, -0.04], [0.17, 0.06, 0.04], [-0.04, 0.01, 0.02], [0.01, 0.00, 0.00], [-0.01, -0.03, -0.01], [-0.01, 0.02, 0.01], [0.00, -0.01, 0.01], [-0.01, -0.01, -0.02], [0.00, -0.01, 0.00], [0.00, -0.01, 0.02], [-0.01, 0.01, 0.01], [-0.01, -0.02, 0.01], [0.03, -0.01, 0.01], [0.01, 0.01, 0.01], [0.00, 0.01, -0.01], [-0.02, -0.01, -0.03], [-0.01, 0.00, 0.00], [0.01, 0.00, -0.01], [0.00, 0.00, 0.00], [0.00, 0.00, 0.00], [0.00, 0.00, 0.00]]
}

***

(2)
{
  "formula": "C19H31CoN5O4PSTe",
  "method": "ωB97M-V/def2-TZVPD",
  "spin_multiplicity": 2,
  "homo_lumo_gap_ha": [0.266, 0.282],
  "total_charge": 1,
  "molar_mass_da": 643.1,
  "lumo_ev": [-2.9, -2.5],
  "homo_ev": [-10.17, -10.18],
  "relative_energy_kj_mol": 104.6,
  "s_squared": 0.763,
  "e_tot_ha": -3707.63279,
  "species": ["Co", "C", "N", "C", "C", "N", "C", "S", "C", "C", "C", "C", "C", "N", "H", "H", "H", "H", "H", "H", "H", "H", "H", "C", "N", "C", "C", "C", "N", "C", "C", "O", "H", "H", "H", "H", "H", "H", "H", "H", "H", "H", "H", "H", "C", "C", "O", "P", "O", "Te", "O", "C", "C", "H", "H", "H", "H", "H", "H", "H", "H", "H", "H"],
  "positions_angstrom": [[-0.0408, 0.5838, -0.1968], [4.8602, 1.7454, -1.3931], [3.8320, 2.5779, -0.8324], [4.0449, 3.7743, -0.1980], [2.8444, 4.2914, 0.1285], [1.8728, 3.4063, -0.3091], [2.5021, 2.3313, -0.8903], [1.8428, 0.9592, -1.5933], [0.5110, 3.7192, -0.3432], [0.1505, 5.0631, -0.4621], [-1.1886, 5.3944, -0.5215], [-2.1283, 4.3754, -0.4687], [-1.6794, 3.0737, -0.3579], [-0.3905, 2.7374, -0.3058], [5.2689, 2.2109, -2.2921], [4.4274, 0.7807, -1.6572], [5.6569, 1.6130, -0.6620], [5.0316, 4.1554, -0.0384], [2.6073, 5.1843, 0.6657], [0.9032, 5.8303, -0.5420], [-1.4896, 6.4237, -0.6353], [-3.1832, 4.5916, -0.5312], [-2.3670, 2.2450, -0.3326], [-4.2538, 0.4100, 0.5087], [-3.9805, -0.6496, -0.4355], [-5.0724, -1.4721, -0.9098], [-4.5376, -2.8858, -1.0716], [-3.4592, -2.8253, -2.1417], [-2.5409, -1.7240, -1.9101], [-1.3065, -1.7822, -2.6628], [-2.7676, -0.7281, -1.0394], [-1.9170, 0.1630, -0.7984], [-5.0147, 0.0764, 1.2121], [-4.6142, 1.3160, 0.0086], [-3.3440, 0.6452, 1.0602], [-5.4398, -1.0977, -1.8751], [-5.8905, -1.4284, -0.1912], [-5.3275, -3.5758, -1.3616], [-4.1157, -3.2132, -0.1201], [-3.9192, -2.6915, -3.1297], [-2.8821, -3.7530, -2.1544], [-0.6214, -2.5148, -2.2337], [-0.8179, -0.8094, -2.6417], [-1.5324, -2.0480, -3.6947], [0.4438, -5.1766, 2.6242], [1.1240, -3.8180, 2.6096], [0.4725, -3.0060, 1.6388], [1.0314, -1.6183, 1.0699], [0.5056, -1.5021, -0.3097], [0.3711, 0.3203, 2.3450], [2.6272, -1.7722, 0.9877], [3.5370, -1.6039, 2.0674], [4.3644, -0.3396, 1.8941], [1.0527, -5.8806, 3.1841], [0.3349, -5.5366, 1.6032], [-0.5395, -5.1123, 3.0814], [2.1769, -3.9320, 2.3344], [1.0634, -3.3304, 3.5904], [4.1949, -2.4773, 2.0511], [3.0013, -1.5835, 3.0239], [4.7494, -0.2978, 0.8800], [5.1959, -0.3587, 2.5927], [3.7578, 0.5433, 2.0854]],
  "atomic_forces_ev_per_a": [[0.74, 0.17, -0.88], [0.43, -0.34, -0.26], [-0.94, 0.15, 0.21], [-0.34, 0.56, 0.21], [0.73, 0.13, 0.06], [0.76, -0.66, -0.02], [0.00, -0.14, -0.16], [-0.55, -0.28, -0.08], [-0.56, 0.25, -0.24], [-0.05, -0.24, 0.04], [-0.03, -0.30, 0.00], [0.20, 0.11, 0.01], [-0.46, 0.18, -0.12], [0.32, -1.05, 0.31], [-0.04, -0.05, 0.04], [0.08, 0.09, 0.08], [-0.03, -0.03, -0.03], [0.18, 0.10, 0.10], [-0.04, 0.14, 0.11], [0.08, -0.02, -0.03], [-0.02, 0.10, 0.02], [-0.07, -0.08, 0.05], [-0.04, -0.06, 0.00], [0.18, 0.21, 0.04], [0.14, -0.04, 0.00], [-0.07, -0.32, -0.08], [0.02, 0.22, -0.20], [-0.33, -0.30, 0.06], [0.04, 0.09, 0.14], [0.34, 0.15, -0.06], [-0.25, 0.10, 0.08], [-0.02, 0.29, -0.18], [0.02, -0.02, -0.02], [-0.02, 0.00, 0.05], [-0.10, 0.00, 0.02], [-0.10, -0.03, 0.11], [0.08, 0.04, -0.01], [0.03, -0.04, -0.06], [-0.03, -0.05, -0.01], [0.07, -0.12, 0.07], [0.00, 0.05, -0.06], [-0.05, 0.02, -0.06], [-0.04, -0.12, -0.07], [-0.04, 0.00, -0.05], [0.09, 0.38, -0.03], [0.26, -0.37, 0.35], [-0.01, 0.71, -0.44], [0.89, -0.72, 1.76], [-1.02, 1.66, -1.07], [0.31, -0.34, 0.25], [-0.84, -0.02, -0.38], [0.47, 0.16, 0.48], [-0.38, -0.22, 0.03], [0.01, -0.09, 0.09], [0.03, -0.07, -0.02], [-0.09, -0.02, 0.02], [-0.08, 0.04, 0.02], [0.03, -0.06, -0.10], [-0.15, 0.02, 0.06], [0.08, -0.01, -0.09], [0.11, -0.01, -0.14], [0.11, 0.05, 0.08], [-0.04, 0.08, -0.03]]
}

***

(3)
{
  "formula": "C19H31F3N10O3PRhS3",
  "method": "ωB97M-V/def2-TZVPD",
  "homo_lumo_gap_ha": 0.318,
  "total_charge": 2,
  "molar_mass_da": 734.6,
  "lumo_ev": -5.4,
  "homo_ev": -14.02,
  "relative_energy_kj_mol": 21.3,
  "e_tot_ha": -3461.65272,
  "species": ["Rh", "C", "N", "C", "C", "N", "C", "P", "C", "N", "C", "C", "N", "C", "C", "N", "C", "C", "N", "C", "H", "H", "H", "H", "H", "H", "H", "H", "H", "H", "H", "H", "H", "H", "H", "N", "C", "N", "S", "H", "H", "H", "H", "C", "C", "N", "C", "S", "N", "C", "C", "H", "H", "H", "H", "H", "H", "H", "H", "H", "H", "H", "H", "F", "C", "F", "F", "S", "O", "O", "O"],
  "positions_angstrom": [[-0.2474, 0.2695, -0.1614], [-5.7542, 0.7890, 0.5982], [-4.3904, 1.2438, 0.3369], [-3.9788, 2.5456, 0.3589], [-2.6376, 2.5357, 0.1290], [-2.2183, 1.2409, -0.0416], [-3.3051, 0.4780, 0.1010], [-3.3678, -1.3339, 0.0901], [-2.1269, -1.5342, 1.4007], [-0.9350, -0.9539, 1.3659], [-0.3063, -1.2223, 2.5459], [-1.1436, -1.9834, 3.3073], [-2.2839, -2.1738, 2.5766], [-3.4623, -2.9159, 3.0178], [-2.2620, -1.5421, -1.3350], [-1.1391, -0.8645, -1.5663], [-0.6428, -1.2714, -2.7731], [-1.4948, -2.2025, -3.2862], [-2.5036, -2.3628, -2.3774], [-3.6382, -3.2742, -2.5285], [-6.4236, 1.6370, 0.4888], [-5.8384, 0.4012, 1.6116], [-6.0401, 0.0218, -0.1165], [-4.6589, 3.3574, 0.5491], [-1.9541, 3.3604, 0.1185], [0.6777, -0.8506, 2.7645], [-1.0260, -2.3960, 4.2939], [-3.2255, -3.4072, 3.9565], [-3.7288, -3.6718, 2.2830], [-4.3002, -2.2402, 3.1767], [0.2655, -0.8707, -3.1844], [-1.4655, -2.7515, -4.2110], [-3.5800, -3.7281, -3.5129], [-4.5744, -2.7278, -2.4455], [-3.5974, -4.0568, -1.7745], [-1.1889, 3.0480, -2.5214], [0.0800, 3.0273, -2.1472], [0.7857, 4.1423, -2.1396], [0.8996, 1.5389, -1.8043], [-1.6832, 3.9055, -2.7138], [-1.6963, 2.1818, -2.5698], [0.3907, 5.0359, -2.3898], [1.7003, 4.1327, -1.7205], [5.5559, 1.3997, -0.5716], [4.7724, 0.9998, 0.6708], [3.4261, 0.5158, 0.3645], [3.1357, -0.7035, -0.0441], [1.5198, -1.2722, -0.3609], [4.1093, -1.5841, -0.2457], [3.9500, -2.9706, -0.6957], [5.3041, -3.5323, -1.0841], [6.5298, 1.7931, -0.2832], [5.0235, 2.1722, -1.1256], [5.7193, 0.5590, -1.2469], [4.6434, 1.8567, 1.3297], [5.3055, 0.2475, 1.2598], [2.6403, 1.0780, 0.6571], [5.0509, -1.2928, -0.0301], [3.2680, -2.9839, -1.5461], [3.4984, -3.5596, 0.1049], [5.7528, -2.9528, -1.8914], [5.1942, -4.5590, -1.4269], [5.9872, -3.5406, -0.2332], [2.5451, 3.7524, 1.9484], [1.5387, 3.4680, 2.7852], [0.9610, 4.5884, 3.1736], [2.0323, 2.8272, 3.8389], [0.2924, 2.4478, 1.8946], [0.0114, 3.3169, 0.7683], [1.0273, 1.2233, 1.4414], [-0.7748, 2.1488, 2.7983]],
  "atomic_forces_ev_per_a": [[0.49, -0.15, 0.27], [-0.02, 0.00, 0.00], [0.04, 0.03, -0.01], [-0.02, -0.02, 0.00], [0.00, 0.01, -0.04], [0.17, 0.02, 0.30], [-0.06, 0.04, -0.08], [0.06, -0.05, 0.13], [0.05, -0.02, -0.11], [0.01, 0.16, -0.05], [-0.01, -0.07, 0.00], [0.01, 0.00, 0.00], [-0.01, -0.03, -0.01], [-0.02, -0.01, 0.01], [-0.06, -0.06, -0.12], [0.10, -0.10, 0.28], [-0.03, 0.02, -0.09], [0.00, 0.02, 0.02], [0.01, 0.04, -0.03], [-0.01, -0.01, 0.01], [0.00, 0.00, -0.01], [0.00, 0.00, 0.00], [0.01, 0.00, 0.00], [0.00, 0.00, 0.00], [0.02, 0.00, 0.01], [-0.01, 0.00, 0.01], [0.00, 0.00, 0.00], [0.01, 0.00, 0.00], [0.00, 0.01, 0.00], [0.00, 0.00, 0.00], [0.01, -0.01, 0.02], [0.00, -0.01, 0.00], [0.00, 0.00, 0.00], [0.00, 0.00, 0.00], [0.00, 0.00, 0.00], [-0.05, 0.04, 0.01], [0.03, -0.10, -0.03], [-0.02, 0.03, 0.03], [0.05, -0.02, 0.07], [0.00, 0.00, 0.02], [0.01, 0.00, -0.01], [0.01, -0.01, -0.04], [0.01, -0.01, 0.02], [0.01, 0.00, 0.01], [0.02, 0.01, -0.03], [0.05, -0.05, 0.10], [0.00, 0.01, -0.11], [-0.02, -0.02, -0.02], [0.03, -0.07, -0.04], [0.01, 0.00, -0.01], [0.00, 0.00, 0.02], [0.00, 0.00, -0.01], [0.00, 0.00, 0.01], [-0.01, 0.00, 0.00], [-0.01, 0.00, -0.02], [0.01, 0.01, 0.00], [-0.13, 0.12, -0.05], [-0.01, -0.01, -0.01], [0.01, 0.01, 0.00], [-0.01, 0.00, -0.01], [0.00, 0.00, 0.00], [0.00, 0.00, 0.00], [0.00, 0.00, 0.00], [0.02, -0.03, 0.00], [0.15, -0.40, 0.18], [0.02, 0.01, -0.01], [0.01, -0.02, 0.01], [-0.48, 1.02, -0.41], [0.08, -0.17, 0.23], [-0.67, -0.15, -0.42], [0.13, -0.02, 0.03]]
}

***

(4)
{
  "formula": "C19H31N3O4",
  "method": "ωB97M-V/def2-TZVPD",
  "homo_lumo_gap_ha": 0.357,
  "molar_mass_da": 365.5,
  "lumo_ev": 0.6,
  "homo_ev": -9.14,
  "smiles": "C=C(C)CC(=O)N[C@H]1C[C@H]2CC[C@@H]([C@H]1C)N2C(=O)C(C)(C)NC(=O)OC",
  "relative_energy_kj_mol": 37.3,
  "e_tot_ha": -1207.87848,
  "species": ["C", "C", "C", "C", "C", "O", "N", "C", "C", "C", "C", "C", "C", "C", "C", "N", "C", "O", "C", "C", "C", "N", "C", "O", "O", "C", "H", "H", "H", "H", "H", "H", "H", "H", "H", "H", "H", "H", "H", "H", "H", "H", "H", "H", "H", "H", "H", "H", "H", "H", "H", "H", "H", "H", "H", "H", "H"],
  "positions_angstrom": [[-0.4665, 4.8118, 1.4626], [-1.6527, 4.4394, 0.9913], [-2.1385, 4.8223, -0.3766], [-2.5847, 3.5622, 1.7837], [-2.6714, 2.1357, 1.2403], [-3.7155, 1.5103, 1.2217], [-1.4874, 1.6331, 0.8143], [-1.3708, 0.3021, 0.2353], [-1.5222, 0.3254, -1.2949], [-0.2171, 0.6359, -2.0279], [0.4847, 1.9138, -1.5567], [1.3960, 1.4380, -0.4018], [1.1100, -0.0677, -0.2741], [-0.0697, -0.4095, 0.6512], [0.2760, -0.2191, 2.1208], [0.7841, -0.4012, -1.6764], [0.6051, -1.6341, -2.2633], [0.2523, -1.6923, -3.4294], [0.9686, -2.9952, -1.6024], [-0.3604, -3.7141, -1.3521], [1.7761, -3.7954, -2.6317], [1.8094, -2.8934, -0.4111], [1.5474, -3.2702, 0.8666], [0.4922, -3.6171, 1.3426], [2.6906, -3.1653, 1.5935], [2.5511, -3.5382, 2.9670], [-0.1440, 4.5327, 2.4590], [0.2070, 5.4241, 0.8754], [-3.0488, 5.4214, -0.3012], [-1.3908, 5.3928, -0.9256], [-2.3979, 3.9331, -0.9584], [-2.2638, 3.5001, 2.8258], [-3.6011, 3.9557, 1.7691], [-0.7009, 2.2600, 0.8134], [-2.2123, -0.2522, 0.6522], [-1.8775, -0.6501, -1.6392], [-2.2913, 1.0530, -1.5646], [-0.3802, 0.6252, -3.1017], [1.0855, 2.3225, -2.3678], [-0.2279, 2.6832, -1.2606], [2.4431, 1.5869, -0.6629], [1.2371, 1.9660, 0.5396], [1.9955, -0.5972, 0.0609], [-0.2672, -1.4734, 0.5058], [0.5299, 0.8156, 2.3576], [-0.5653, -0.5060, 2.7533], [1.1305, -0.8425, 2.3920], [-0.8668, -3.7967, -2.3122], [-0.1821, -4.7089, -0.9479], [-1.0035, -3.1834, -0.6541], [1.2255, -3.8801, -3.5633], [2.7285, -3.3039, -2.8452], [1.9764, -4.7882, -2.2276], [2.7863, -2.7220, -0.5900], [3.5286, -3.3805, 3.4125], [1.8025, -2.9209, 3.4609], [2.2582, -4.5831, 3.0523]],
  "atomic_forces_ev_per_a": [[0.00, 0.00, 0.00], [0.00, -0.01, 0.00], [0.00, 0.00, 0.00], [-0.01, 0.01, 0.00], [0.02, 0.01, -0.01], [-0.01, 0.00, 0.00], [-0.01, -0.01, 0.01], [0.01, -0.02, -0.01], [-0.01, 0.02, 0.01], [0.30, 0.14, -0.41], [-0.01, 0.00, 0.00], [-0.01, 0.00, 0.01], [0.02, 0.01, -0.01], [-0.01, 0.02, -0.01], [0.00, 0.00, 0.00], [-0.71, -0.24, 0.67], [1.03, 0.09, -0.45], [-0.62, 0.00, 0.18], [-0.01, 0.01, 0.00], [0.00, 0.00, 0.00], [0.00, -0.01, 0.01], [0.00, -0.01, -0.01], [0.01, 0.02, 0.01], [0.00, -0.01, -0.01], [-0.01, 0.00, 0.00], [0.01, 0.00, 0.00], [0.00, 0.00, 0.00], [0.00, 0.00, 0.00], [0.00, 0.00, 0.00], [0.00, 0.00, 0.00], [0.00, 0.00, 0.00], [0.00, 0.00, 0.00], [0.00, -0.01, 0.00], [0.00, 0.00, 0.01], [0.00, 0.00, 0.00], [0.01, 0.00, 0.00], [0.00, -0.01, 0.00], [0.00, 0.00, 0.00], [0.00, 0.00, 0.00], [0.00, 0.00, 0.00], [0.00, -0.01, -0.01], [0.00, 0.00, 0.00], [0.00, 0.00, 0.00], [0.00, 0.00, 0.00], [0.00, 0.00, 0.00], [0.00, 0.00, 0.00], [0.00, 0.00, 0.00], [0.00, 0.00, 0.00], [0.00, 0.00, 0.00], [0.00, 0.00, 0.00], [0.00, 0.00, 0.00], [0.00, 0.00, 0.00], [0.00, 0.00, 0.00], [0.00, 0.00, 0.00], [0.00, 0.00, 0.00], [0.00, 0.00, 0.00], [0.00, 0.00, 0.00]]
}

***

no.,largest force on an atom (eV Å⁻¹)
1,0.5
2,2.2
3,1.2
4,1.1